14
Properties=species:S:1:pos:R:3 method="wB97M-V/def2-TZVPD" total_energy_ev=-7802.7670 s2=0.7504 de_lowest_ev=0.843 total_charge=-1 mol_weight_g_mol=79.10 multiplicity=2 lumo_energy_ev="4.2 / 4.1"
C -0.067 1.955 -0.314
C -0.883 0.986 0.130
N -1.602 0.228 -0.763
H -0.045 2.272 -1.357
H 0.680 2.515 0.254
H -1.014 0.872 1.200
H -1.447 0.440 -1.741
H -2.338 -0.395 -0.486
H 1.240 -0.735 0.820
H 2.102 -0.227 1.967
O 1.376 0.043 1.392
H 0.223 -3.146 -0.208
H 0.507 -1.605 -0.932
O 0.783 -2.439 -0.547